This record from the OMol25 dataset describes a 11-piece molecular cluster, C7H36N4O11 overall in a non-equilibrium geometry. The level of theory is ωB97M-V/def2-TZVPD.

As for the SMILES: NC(N)=O.NC(N)=O.CO.CO.CO.CO.CO.O.O.O.O. The calculation puts the total energy at -1334.9793 hartree. As for the charge: 0. The calculation puts the LUMO energy at 0.286 eV. As for the multiplicity: 1. For the strongest force on any atom, the calculation gives 3.46 eV/Å. Its frontier orbital gap is 9.93 eV. Its HOMO energy is -9.64 eV.

Each line ends with the natural charge from an NBO analysis.
Element x y z (Å)
C (1.43, -3.97, -0.58)  -0.243
O (1.13, -2.87, 0.33)  -0.782
H (2.22, -4.58, -0.07)  0.169
H (0.53, -4.54, -0.65)  0.184
H (1.85, -3.65, -1.51)  0.164
H (1.90, -2.37, 0.66)  0.502
C (1.74, -1.42, 3.49)  -0.242
O (2.92, -0.66, 3.50)  -0.738
H (1.42, -1.73, 4.49)  0.171
H (0.96, -0.85, 3.04)  0.159
H (1.87, -2.34, 2.91)  0.160
H (3.36, -0.75, 2.64)  0.489
C (-1.66, -2.89, 1.73)  -0.230
O (-1.87, -1.44, 1.67)  -0.807
H (-1.62, -3.28, 0.76)  0.168
H (-0.79, -3.13, 2.32)  0.187
H (-2.54, -3.32, 2.25)  0.171
H (-1.00, -1.02, 1.55)  0.516
C (-2.33, -1.25, -2.04)  -0.268
O (-0.87, -1.03, -2.15)  -0.769
H (-2.69, -0.86, -3.00)  0.175
H (-2.62, -2.33, -1.96)  0.187
H (-2.79, -0.63, -1.26)  0.183
H (-0.44, -1.20, -1.30)  0.508
C (-3.27, 1.76, 1.80)  -0.243
O (-2.65, 0.97, 0.84)  -0.795
H (-3.05, 1.35, 2.77)  0.178
H (-2.84, 2.74, 1.73)  0.163
H (-4.33, 1.85, 1.64)  0.163
H (-2.57, 0.06, 1.18)  0.520
C (3.20, -0.52, -0.82)  0.782
O (3.53, -1.08, 0.19)  -0.722
N (2.55, 0.67, -0.83)  -0.828
N (3.54, -1.09, -1.99)  -0.848
H (2.60, 1.14, -1.72)  0.383
H (2.69, 1.18, 0.02)  0.418
H (3.71, -2.11, -1.89)  0.395
H (2.87, -0.84, -2.75)  0.412
C (0.39, 3.54, 0.89)  0.789
O (1.17, 2.70, 1.22)  -0.686
N (0.21, 3.93, -0.46)  -0.843
N (-0.32, 4.17, 1.84)  -0.841
H (-0.77, 4.18, -0.58)  0.370
H (0.47, 3.20, -1.09)  0.412
H (-0.73, 5.06, 1.64)  0.396
H (-0.18, 3.80, 2.76)  0.419
O (-0.05, 0.25, 0.68)  -0.995
H (0.59, 0.93, 0.94)  0.503
H (-0.76, 0.79, 0.27)  0.490
O (1.86, 0.31, -4.16)  -0.956
H (2.37, 1.11, -4.45)  0.470
H (1.20, 0.77, -3.62)  0.493
O (-3.11, 2.55, -1.85)  -0.962
H (-2.83, 2.47, -0.91)  0.489
H (-3.38, 1.65, -2.09)  0.478
O (-0.37, 1.61, -2.61)  -1.019
H (-0.72, 0.72, -2.78)  0.508
H (-1.10, 2.25, -2.67)  0.496

=====

This record from the OMol25 dataset describes a 11-piece molecular cluster, C7H37NO10 overall in a non-equilibrium geometry. The level of theory is ωB97M-V/def2-TZVPD.

As for the energy relative to the best compared isomer or geometry (same formula, charge and spin): 410.66 kJ/mol. As for the SMILES: CCCCNCCC.O.O.O.O.O.O.O.O.O.O. The calculation puts the total energy at -1095.9210 hartree. As for the charge: 0. The calculation puts the LUMO energy at 0.122 eV. As for the multiplicity: 1. For the strongest force on any atom, the calculation gives 6.23 eV/Å. Its frontier orbital gap is 8.61 eV. Its HOMO energy is -8.49 eV.

Each line ends with the natural charge from an NBO analysis.
Element x y z (Å)
C (0.54, 1.54, -0.41)  -0.411
C (0.43, 3.01, -0.20)  -0.419
C (1.79, 3.57, 0.27)  -0.613
C (0.47, 0.70, 0.94)  -0.228
N (0.94, -0.61, 0.48)  -0.679
C (1.69, -1.41, 1.49)  -0.226
C (1.43, -2.91, 1.37)  -0.431
C (0.38, -3.43, 2.37)  -0.596
H (-0.19, 1.23, -1.18)  0.187
H (1.55, 1.32, -0.95)  0.214
H (-0.35, 3.23, 0.66)  0.189
H (-0.17, 3.56, -1.02)  0.196
H (2.15, 2.98, 1.17)  0.215
H (2.49, 3.60, -0.51)  0.206
H (1.74, 4.66, 0.44)  0.214
H (1.16, 1.03, 1.70)  0.197
H (-0.42, 0.59, 1.49)  0.191
H (0.07, -1.06, 0.08)  0.382
H (2.76, -1.12, 1.33)  0.184
H (1.48, -1.09, 2.53)  0.179
H (1.12, -3.28, 0.31)  0.215
H (2.30, -3.48, 1.49)  0.211
H (-0.01, -4.35, 2.09)  0.211
H (0.74, -3.35, 3.41)  0.201
H (-0.51, -2.75, 2.42)  0.188
H (-2.29, 3.05, 2.23)  0.451
H (-1.03, 2.86, 2.75)  0.468
O (-1.81, 3.34, 2.91)  -0.920
H (1.33, -0.81, -4.55)  0.500
H (0.97, -0.01, -3.33)  0.486
O (0.55, -0.26, -4.18)  -0.978
H (-3.74, 1.66, 2.07)  0.476
H (-3.27, 1.54, 0.68)  0.480
O (-3.08, 1.20, 1.56)  -0.950
H (-1.97, -0.83, 0.48)  0.499
H (-2.29, -0.06, -0.90)  0.519
O (-1.83, -0.80, -0.48)  -1.006
H (2.07, -2.43, -0.98)  0.468
H (1.22, -2.72, -2.19)  0.492
O (2.13, -2.89, -1.83)  -1.013
H (3.34, -0.60, -2.68)  0.484
H (3.08, -1.97, -3.32)  0.518
O (2.86, -0.95, -3.46)  -1.006
H (-0.10, -2.11, -3.43)  0.526
H (-0.89, -2.04, -1.82)  0.531
O (-0.25, -2.54, -2.46)  -1.015
H (-0.99, 0.82, 4.23)  0.482
H (0.42, 0.46, 4.82)  0.481
O (-0.05, 0.80, 4.00)  -0.959
H (-4.02, -0.24, -2.25)  0.477
H (-4.07, -1.33, -1.16)  0.470
O (-4.35, -0.49, -1.30)  -0.940
H (-2.08, 1.57, -3.17)  0.491
H (-1.32, 2.04, -1.78)  0.499
O (-2.14, 1.56, -2.24)  -0.989